a | Computed, not measured: a 12-piece molecular cluster, C7H34O11 overall, with the ωB97M-V functional and the def2-TZVPD basis.

Structure (XYZ):
```
52
Properties=species:S:1:pos:R:3:nbo_charge:R:1
C 1.6037 0.7473 1.6039 -0.618
C 1.3744 -0.3500 0.5417 -0.471
C 0.3086 0.0541 -0.4390 0.048
C -1.0495 -0.0113 -0.3442 -0.286
C -1.7913 -0.2158 0.9703 -0.218
C -2.0183 0.8351 1.7400 -0.391
C 0.8866 0.7605 -1.6070 -0.677
H 0.6465 1.2453 1.5679 0.215
H 2.3635 1.4985 1.4139 0.246
H 1.7185 0.3596 2.6503 0.180
H 2.2881 -0.7458 0.0727 0.226
H 0.9390 -1.2627 1.0268 0.214
H -1.6941 0.2532 -1.1794 0.210
H -2.1253 -1.2256 1.1450 0.198
H -2.6267 0.6625 2.6278 0.201
H -1.5731 1.8010 1.5470 0.206
H 1.9671 0.8815 -1.5886 0.233
H 0.4555 1.7035 -1.9853 0.191
H 0.8568 0.1370 -2.5345 0.242
H 0.5334 -2.8479 -0.4138 0.503
H 1.8102 -3.7718 -0.1812 0.485
O 1.4835 -2.9309 -0.5116 -0.989
H 0.0072 -0.3989 3.6081 0.500
H -0.5726 -1.6365 4.2657 0.482
O -0.4196 -1.2400 3.3987 -0.950
H -0.5881 -4.0275 2.3423 0.485
H -0.3630 -2.4517 2.1854 0.516
O -0.3988 -3.3123 1.7358 -1.002
H -1.6095 3.7093 -0.8332 0.484
H -0.5993 2.9688 -1.5957 0.504
O -0.6375 3.6792 -0.9267 -0.975
H -1.8032 -2.3486 -0.9942 0.466
H -1.3270 -3.2237 0.1393 0.493
O -1.5622 -3.2624 -0.8039 -0.973
H -2.4264 -1.7109 -2.8004 0.483
H -1.1431 -1.0040 -3.0650 0.505
O -2.0831 -0.8136 -2.8767 -0.974
H 2.0487 4.0782 0.6187 0.474
H 0.9006 3.4483 -0.1126 0.495
O 1.6267 3.2181 0.5058 -0.979
H 1.3074 -1.9793 -2.7780 0.498
H 0.7984 -2.6486 -4.0676 0.482
O 0.8761 -1.7913 -3.6209 -0.971
H 3.3159 -1.9416 1.0267 0.480
H 3.8691 -0.6549 1.7293 0.474
O 4.0639 -1.5556 1.4794 -0.948
H -2.8940 2.1685 -3.2238 0.485
H -1.8527 1.2308 -2.5878 0.495
O -1.9989 2.1638 -2.8787 -0.978
H -1.4693 4.2578 0.9129 0.452
H -0.4063 3.4139 1.3552 0.478
O -1.0168 4.0875 1.7388 -0.930
```

Summary:
* LUMO: 0.11 eV
* multiplicity: 1
* charge: 0
* Kohn-Sham gap: 9.01 eV
* E_HOMO: -0.327 Ha



b | Computed, not measured: a 11-piece molecular cluster, C7H34O11 overall, with the ωB97M-V functional and the def2-TZVPD basis.

Structure (XYZ):
```
52
Properties=species:S:1:pos:R:3:nbo_charge:R:1
C 2.8368 1.8647 -1.8456 -0.621
C 1.4410 2.4681 -1.3480 -0.412
C 0.8999 1.7719 -0.0820 -0.432
C 0.7204 0.2081 -0.1417 -0.461
C -2.2227 -1.0600 2.1891 -0.124
O -1.9315 -2.5377 2.2443 -0.748
C -1.3183 -0.7031 0.9857 -0.299
C -0.1131 -0.2126 1.1768 -0.097
H 2.9467 0.8531 -1.3558 0.201
H 3.0417 1.9810 -2.7877 0.210
H 3.7307 2.3083 -1.3947 0.211
H 1.5475 3.5851 -0.9920 0.218
H 0.6158 2.2980 -2.1066 0.204
H -0.0843 2.3083 0.2009 0.251
H 1.5945 1.9996 0.8468 0.181
H 1.6121 -0.3038 -0.2605 0.193
H 0.1002 -0.3272 -0.8662 0.211
H -1.9095 -0.7948 3.1881 0.196
H -3.3060 -1.0859 2.1832 0.185
H -2.6810 -2.9120 1.7841 0.470
H -1.7781 -0.8486 -0.0543 0.235
H 0.3728 0.1100 1.9809 0.207
H -2.1260 -3.5643 -1.3168 0.524
H -2.9255 -2.8453 -2.4509 0.478
O -2.8584 -2.9167 -1.5394 -0.972
H -3.0858 2.1679 -2.5491 0.455
H -2.7816 1.7935 -1.2560 0.474
O -2.6472 2.6857 -1.6977 -0.932
H 0.4215 2.4118 3.3850 0.474
H 0.7346 2.7184 1.9693 0.485
O 1.1118 2.6214 2.7701 -0.933
H 0.2448 -2.5808 -1.5728 0.476
H 0.2607 -3.7066 -0.5617 0.491
O 0.1630 -3.5421 -1.4477 -0.966
H 2.3569 1.3679 2.9820 0.494
H 2.7364 0.2605 2.1160 0.446
O 2.4565 0.3812 2.9605 -0.955
H -0.4536 0.2221 -3.5164 0.472
H 0.7786 0.4631 -2.6769 0.471
O 0.4468 -0.1056 -3.3612 -0.938
H -2.5964 -1.1778 -1.5946 0.499
H -3.7464 -0.2902 -1.6874 0.468
O -2.7991 -0.2276 -1.6985 -0.986
H -2.3937 1.8953 1.6640 0.499
H -1.4362 2.8172 2.6449 0.475
O -1.4499 2.3185 1.7728 -0.963
H 4.2646 -1.5218 0.0616 0.456
H 3.1213 -2.3745 -0.4972 0.470
O 4.0925 -2.3457 -0.6002 -0.922
H -0.1738 -2.3919 1.5305 0.534
H 1.5169 -2.7252 1.6267 0.488
O 0.6509 -2.7786 0.9962 -1.042
```

Summary:
* LUMO: -0.13 eV
* multiplicity: 1
* charge: 0
* Kohn-Sham gap: 9.29 eV
* E_HOMO: -0.346 Ha



Unit: kJ/mol. Relative energies: a 0.0; b 340.6.



a | Computed, not measured: a 2-piece molecular cluster, C5H9ClN2 overall, with the ωB97M-V functional and the def2-TZVPD basis.

Structure (XYZ):
```
17
Properties=species:S:1:pos:R:3:nbo_charge:R:1
C -1.5525 1.4268 -0.0213 0.204
C 0.8527 0.6019 1.6640 -0.698
C 1.0527 -1.3885 0.1269 -0.703
C -1.0719 0.7085 -1.1430 -0.090
C 0.9623 0.0711 0.2395 0.067
N -2.0152 1.8195 0.9613 -0.335
N -1.5346 -0.5538 -1.5348 -0.765
Cl 1.9948 0.9980 -0.8404 -0.062
H 1.7361 0.5597 2.2722 0.229
H 0.4062 1.7141 1.5466 0.246
H -0.0186 -0.0006 2.0499 0.227
H 0.6559 -1.9222 -0.8180 0.224
H 0.4811 -1.8207 0.9903 0.222
H 2.0253 -1.6998 0.1523 0.227
H -0.5160 1.2571 -1.9332 0.238
H -2.2307 -1.0765 -1.2490 0.388
H -1.2275 -0.6946 -2.4634 0.383
```

Summary:
* LUMO (alpha / beta): 0.30 / 0.10 eV
* multiplicity: 1
* charge: 0
* Kohn-Sham gap (alpha / beta): 7.86 / 7.88 eV
* E_HOMO (alpha / beta): -0.278 / -0.286 Ha



b | Computed, not measured: C5H9ClN2 as an isolated structure, with the ωB97M-V functional and the def2-TZVPD basis.

Structure (XYZ):
```
17
Properties=species:S:1:pos:R:3:nbo_charge:R:1
C -0.5736 -1.7197 -1.4761 0.029
C 0.8100 0.6391 -1.0958 -0.653
C 0.6914 -1.0730 0.7352 -0.635
C -1.3803 0.3462 0.2411 -0.645
C -0.1243 -0.3162 -0.2645 0.079
N 0.5851 -2.4475 -1.9642 -0.076
N 0.1148 -1.5892 -2.7461 -0.087
Cl -2.0189 -2.5844 -1.2990 0.023
H 1.8618 0.4645 -0.8420 0.212
H 0.7112 1.6917 -0.9210 0.222
H 0.6425 0.4333 -2.1555 0.232
H 0.2388 -2.0193 1.0550 0.220
H 1.5814 -1.2000 0.2899 0.209
H 0.7411 -0.3969 1.6598 0.207
H -1.7576 0.9118 -0.7408 0.223
H -1.1772 1.1213 0.9479 0.216
H -1.9266 -0.2826 0.8418 0.224
```

Summary:
* LUMO: 0.31 eV
* multiplicity: 1
* charge: 0
* Kohn-Sham gap: 10.16 eV
* E_HOMO: -0.362 Ha



Unit: kJ/mol. Relative energies: a 0.0; b 9.0.



a | Computed, not measured: a 2-piece molecular cluster, C4H12NO3 overall, with the ωB97M-V functional and the def2-TZVPD basis.

Structure (XYZ):
```
20
Properties=species:S:1:pos:R:3:mulliken_spin:R:1
C 0.5670 -2.3244 1.3697 0.004
C -0.0739 -2.0964 -0.1389 0.000
C 0.0995 -0.6452 -0.8198 0.149
C -0.6092 0.3024 0.1977 -0.030
O -1.2027 1.2665 -0.7864 0.036
O 0.1823 0.7330 1.1601 0.748
N 1.9770 -2.0661 1.1947 0.003
H 0.1850 -1.7114 2.2184 -0.001
H 0.1906 -3.4790 1.6551 0.000
H -1.2054 -2.2554 0.1767 -0.001
H 0.5712 -2.8144 -0.8115 0.005
H -0.5897 -0.7330 -1.6903 -0.002
H 1.0737 -0.2364 -1.0959 0.011
H -1.0161 2.1464 -0.3607 -0.003
H 2.7890 -2.6938 1.4558 0.000
H 2.2183 -1.0887 1.1175 0.000
H -1.6100 -0.1864 0.4757 0.080
H -0.7371 5.3670 -1.8637 0.000
H -1.2705 6.7124 -1.7710 0.000
O -1.5387 5.8027 -1.6832 0.000
```

Summary:
* LUMO (alpha / beta): 0.73 / -2.27 eV
* multiplicity: 2
* charge: 0
* Kohn-Sham gap (alpha / beta): 9.32 / 6.32 eV
* E_HOMO (alpha / beta): -0.316 / -0.316 Ha



b | Computed, not measured: a 2-piece molecular cluster, C4H12NO3 overall, with the ωB97M-V functional and the def2-TZVPD basis.

Structure (XYZ):
```
20
Properties=species:S:1:pos:R:3:mulliken_spin:R:1
C -1.0318 0.1922 0.3627 -0.010
O -1.2351 -0.4108 -0.8472 0.817
C 0.3927 0.7587 0.6251 0.016
C 1.5001 -0.3558 0.8588 0.008
C 1.7100 -1.3342 -0.2324 -0.002
O 1.3623 -0.9299 -1.4630 0.000
N 0.6889 1.6836 -0.4741 0.008
H -1.2267 -0.5085 1.2662 0.118
H -1.6679 1.0593 0.5829 0.041
H 0.2338 1.3898 1.5552 0.003
H 1.1496 -1.0126 1.7482 -0.001
H 2.4625 0.2455 1.2687 0.000
H 1.0653 -2.1420 -0.0055 -0.001
H 2.7693 -1.7273 -0.2660 0.002
H 0.2512 -0.6875 -1.3699 0.000
H 1.8193 1.7882 -0.3504 0.000
H 0.5418 1.2425 -1.4507 -0.001
H -2.8139 0.0559 -0.4960 0.003
H -4.2088 0.4064 -1.1039 0.001
O -3.7626 0.2864 -0.2087 0.000
```

Summary:
* LUMO (alpha / beta): 0.65 / -3.53 eV
* multiplicity: 2
* charge: 0
* Kohn-Sham gap (alpha / beta): 9.99 / 5.79 eV
* E_HOMO (alpha / beta): -0.343 / -0.343 Ha



Unit: kJ/mol. Relative energies: a 0.0; b 27.0.



a | Computed, not measured: C4H9P as an isolated structure, with the ωB97M-V functional and the def2-TZVPD basis.

Structure (XYZ):
```
14
Properties=species:S:1:pos:R:3:nbo_charge:R:1
C 0.6312 0.2396 -0.2796 -0.396
C -0.7607 -0.1624 0.2272 -0.465
C 2.0227 0.1731 0.3040 -0.617
C -1.7819 -0.6511 -0.7813 -0.629
P -0.5101 1.6011 0.4135 0.429
H 0.6083 0.2876 -1.3679 0.216
H -0.9323 -0.8941 1.3699 0.222
H 2.6201 -0.6306 -0.0549 0.212
H 1.8222 -0.1888 1.2646 0.213
H 2.5501 1.1460 0.2910 0.220
H -1.4873 -0.5268 -1.9278 0.214
H -2.8883 -0.2174 -0.6351 0.217
H -1.8667 -1.6824 -0.5416 0.216
H -0.0273 1.5062 1.7180 -0.053
```

Summary:
* LUMO: 1.17 eV
* multiplicity: 1
* charge: 0
* Kohn-Sham gap: 10.22 eV
* E_HOMO: -0.332 Ha



b | Computed, not measured: a 2-piece molecular cluster, C4H9P overall, with the ωB97M-V functional and the def2-TZVPD basis.

Structure (XYZ):
```
14
Properties=species:S:1:pos:R:3:nbo_charge:R:1
C -0.8060 0.2100 -0.0877 0.104
C -1.7280 -0.1937 0.9327 -0.764
C 1.6799 -0.0524 -0.1996 -0.587
C 0.4572 0.7531 0.3195 -0.569
P -1.0760 -0.9878 -2.3115 0.157
H -1.1965 -0.0370 1.8928 0.206
H -1.7990 -1.2476 0.7474 0.243
H -2.8143 0.2743 1.0235 0.231
H 1.3787 -1.1205 -0.2823 0.211
H 2.4746 0.1724 0.5947 0.203
H 2.0924 0.1196 -1.1359 0.208
H 0.6211 0.7734 1.3494 0.208
H 0.5394 1.8131 -0.1066 0.228
H 0.1765 -0.4770 -2.7364 -0.079
```

Summary:
* LUMO (alpha / beta): -1.01 / 0.22 eV
* multiplicity: 1
* charge: 0
* Kohn-Sham gap (alpha / beta): 6.30 / 8.85 eV
* E_HOMO (alpha / beta): -0.268 / -0.317 Ha



Unit: kJ/mol. Relative energies: a 0.0; b 296.4.



a | Computed, not measured: a 3-piece molecular cluster, C2H9NO2 overall, with the ωB97M-V functional and the def2-TZVPD basis.

Structure (XYZ):
```
14
Properties=species:S:1:pos:R:3:nbo_charge:R:1
C -1.0862 1.9693 -0.0116 -0.559
C -1.7496 1.0922 -0.7789 0.017
N -1.5320 -0.2606 -0.6923 -0.829
H -0.2766 1.6555 0.6377 0.184
H -1.1981 3.0417 -0.0960 0.200
H -2.5060 1.4503 -1.4561 0.192
H -0.8560 -0.6775 -0.0761 0.398
H -2.0363 -0.9003 -1.2811 0.383
H 3.4635 0.0571 0.7231 0.483
H 2.8415 -1.3210 1.1170 0.474
O 2.6540 -0.3821 1.0129 -0.956
H 1.2034 -1.8736 -0.3640 0.483
H 0.5573 -1.6574 1.0334 0.478
O 0.5210 -2.1936 0.2321 -0.948
```

Summary:
* LUMO: 0.49 eV
* multiplicity: 1
* charge: 0
* Kohn-Sham gap: 8.09 eV
* E_HOMO: -0.279 Ha



b | Computed, not measured: a 2-piece molecular cluster, C2H9NO2 overall, with the ωB97M-V functional and the def2-TZVPD basis.

Structure (XYZ):
```
14
Properties=species:S:1:pos:R:3:nbo_charge:R:1
C 0.4104 0.5938 0.6666 -0.433
N -0.1719 1.5329 -0.2708 -0.645
C -0.7317 1.0136 -1.5138 0.089
O -1.2521 -0.3308 -1.4426 -0.726
H 1.4778 0.3930 0.5020 0.180
H -0.0012 -0.4108 0.6104 0.203
H 0.2800 1.0169 1.6578 0.200
H -0.9321 2.0652 0.1196 0.356
H -1.5741 1.6423 -1.7859 0.171
H 0.0293 1.0065 -2.3034 0.140
H -0.4667 -0.8909 -1.3563 0.461
H 1.3704 -3.0634 1.2523 0.474
H 0.8222 -2.2027 2.4042 0.474
O 0.7398 -2.3656 1.4597 -0.944
```

Summary:
* LUMO: 0.62 eV
* multiplicity: 1
* charge: 0
* Kohn-Sham gap: 9.43 eV
* E_HOMO: -0.324 Ha



c | Computed, not measured: a 2-piece molecular cluster, C2H9NO2 overall, with the ωB97M-V functional and the def2-TZVPD basis.

Structure (XYZ):
```
14
Properties=species:S:1:pos:R:3:nbo_charge:R:1
C -1.8195 0.9742 0.8398 -0.465
N -0.8664 -0.1742 0.4822 -0.625
C -0.4196 -0.1657 -0.9067 0.087
O 0.5054 0.9158 -1.1857 -0.728
H -2.8215 1.3945 0.3054 0.184
H -1.1875 1.9297 0.6141 0.213
H -2.0464 0.9680 1.8800 0.206
H -1.4233 -1.0636 0.4796 0.349
H 0.1353 -1.0620 -1.2082 0.158
H -1.3261 -0.0483 -1.5023 0.152
H 1.4366 0.6215 -0.8880 0.468
H 2.8323 -1.3776 -0.3329 0.468
H 3.3672 -1.4790 1.1955 0.482
O 3.6334 -1.4332 0.2273 -0.949
```

Summary:
* LUMO: 0.57 eV
* multiplicity: 1
* charge: 0
* Kohn-Sham gap: 10.22 eV
* E_HOMO: -0.355 Ha



Unit: kJ/mol. Relative energies: a 0.0; b 8.6; c 93.7.



a | Computed, not measured: a single C3H6N2O2 molecule, with the ωB97M-V functional and the def2-TZVPD basis.

Structure (XYZ):
```
13
Properties=species:S:1:pos:R:3:nbo_charge:R:1
C -0.1910 0.4975 0.2096 0.358
N 0.5302 1.6577 0.0712 -0.836
N 0.1982 -0.2897 -2.0576 -0.827
C -0.2805 -0.9619 1.9798 0.646
C -0.3798 -0.3799 -0.8006 -0.129
O -0.7211 0.2606 1.4711 -0.503
O 0.6847 -1.6373 1.6674 -0.544
H 0.5644 1.9542 -0.9010 0.383
H 0.2067 2.3775 0.7093 0.388
H 0.2099 -1.1886 -2.5353 0.381
H 1.1487 0.0745 -1.9870 0.367
H -0.8834 -1.1646 2.8789 0.124
H -1.0871 -1.1999 -0.7058 0.194
```

Summary:
* LUMO: 0.91 eV
* multiplicity: 1
* charge: 0
* Kohn-Sham gap: 8.18 eV
* E_HOMO: -0.267 Ha



b | Computed, not measured: a single C3H6N2O2 molecule, with the ωB97M-V functional and the def2-TZVPD basis.

Structure (XYZ):
```
13
Properties=species:S:1:pos:R:3:nbo_charge:R:1
C 0.6631 1.6916 -0.1982 -0.335
C 0.2457 0.4778 -0.5144 -0.226
C -0.5569 -0.3867 0.4047 0.020
N -0.4468 -1.7536 0.1526 -0.800
N -2.0444 0.1989 0.0073 0.519
O -2.3865 1.2207 0.5374 -0.383
O -2.6506 -0.4624 -0.7948 -0.397
H 1.1601 2.3213 -0.9162 0.206
H 0.5226 2.1051 0.7860 0.201
H 0.3705 0.0863 -1.5121 0.208
H -0.4362 -0.1294 1.4551 0.219
H -0.6165 -1.9949 -0.8156 0.385
H -0.9967 -2.3358 0.7682 0.382
```

Summary:
* LUMO: 0.61 eV
* multiplicity: 1
* charge: 0
* Kohn-Sham gap: 10.42 eV
* E_HOMO: -0.361 Ha



c | Computed, not measured: a 2-piece molecular cluster, C3H6N2O2 overall, with the ωB97M-V functional and the def2-TZVPD basis.

Structure (XYZ):
```
13
Properties=species:S:1:pos:R:3:nbo_charge:R:1
C -0.1821 1.1069 0.1158 0.062
C 0.3939 -1.8737 -1.6025 1.033
C -1.0075 -0.9326 1.0001 -0.433
N 1.0331 1.8808 -0.2350 -0.832
N -0.0522 0.0601 0.9753 -0.484
O 1.0252 -2.8246 -1.3513 -0.535
O -0.2428 -1.0030 -1.8918 -0.507
H -0.9136 1.1795 -0.7341 0.188
H -1.0625 -1.3636 1.9820 0.169
H -1.7795 -1.2040 0.3158 0.205
H 1.4504 2.1826 0.5851 0.353
H 0.6312 2.6231 -0.7922 0.370
H 0.7064 0.1685 1.6329 0.411
```

Summary:
* LUMO (alpha / beta): 0.81 / 0.77 eV
* multiplicity: 1
* charge: 0
* Kohn-Sham gap (alpha / beta): 7.12 / 7.33 eV
* E_HOMO (alpha / beta): -0.232 / -0.241 Ha



Unit: kJ/mol. Relative energies: a 0.0; b 227.0; c 152.3.